Computed, not measured: C52H57Cl2Ge2IN2OS4Sc as an isolated structure in a non-equilibrium geometry, with ωB97M-V with the def2-TZVPD basis set.

```
122
Properties=species:S:1:pos:R:3:forces:R:3
H 3.01868 2.56821 -4.11843 -0.105 -0.851 -0.059
H 4.40103 3.26713 -2.15832 -0.322 0.252 -0.174
H 4.44017 -2.34280 -0.75438 0.250 -0.053 -0.501
H -6.07997 -2.19721 -2.84336 0.019 -0.517 -0.669
Ge -1.14632 0.28613 0.94136 -0.591 0.369 1.197
C 2.68328 1.53905 4.45248 -1.986 -0.938 -2.096
C 1.62285 -1.52247 -2.49913 0.802 -0.210 0.500
H 1.54837 3.79549 -2.76766 -0.301 -1.099 -0.998
H 0.71768 -5.40654 -1.90144 2.209 -1.416 -0.950
C 3.30732 -3.05337 -4.10538 0.891 2.114 0.864
C -1.01834 -0.51159 3.77879 0.549 -1.191 1.302
H -5.11497 -4.46707 -3.09884 0.583 0.693 -0.089
C 2.68480 5.53318 -2.59101 0.131 0.405 0.437
Ge 0.52727 -0.26571 -1.54443 -0.971 0.921 0.170
C 3.48345 0.04252 -1.86228 0.815 -0.484 0.301
H -0.23748 -5.26592 -0.55636 -0.308 0.432 0.405
H 3.61691 -0.14262 3.48779 -0.033 0.085 0.122
H -4.17077 -5.79318 -3.50356 0.348 -0.385 0.262
H 3.77004 0.99656 -4.53484 0.310 0.094 -0.139
C 0.22867 1.49731 4.47016 0.754 -1.156 -0.830
H -0.93181 -1.29911 5.80286 -0.033 -0.239 -0.158
C 2.97145 -1.14154 -2.62163 0.028 -0.153 -0.963
C -3.84703 -2.35375 0.62409 -0.841 -1.630 -1.326
C 3.79496 -1.87539 -3.49681 -0.580 -0.358 0.350
H 3.72258 3.13555 5.29818 0.414 -0.064 -0.314
H 4.43398 2.40506 3.77964 0.273 0.412 0.020
H 4.47121 3.76547 0.81402 0.014 0.345 0.267
H 4.70577 -1.77835 0.83984 -0.839 0.557 -0.326
C -2.90682 -4.11281 -3.42685 1.877 0.056 1.856
C 3.06862 1.48235 -3.86274 0.827 1.114 0.283
H -0.00662 -0.61058 -4.54738 -0.816 -1.197 -0.553
H 3.98247 -3.53879 -4.79076 -0.214 -0.448 -0.104
H 2.87175 5.52084 -3.66674 0.616 0.847 0.556
C -3.53474 -1.76217 3.61008 -0.443 -0.505 1.234
C 4.65891 2.08294 -0.42744 0.558 0.990 -0.288
C 3.54574 1.33341 -2.43319 -0.553 -1.671 -0.983
H 1.55523 2.80733 2.50836 0.317 -1.022 1.051
C 0.21582 -4.69246 -1.35541 -0.341 2.668 0.857
H -1.63831 -0.64593 -5.25205 0.336 -0.662 0.802
H 4.56677 1.53919 5.32368 -0.315 0.794 -0.430
C -4.72104 -2.46787 -0.44321 -0.646 1.746 -0.805
N 1.96460 4.50253 -2.22083 -1.106 -0.013 1.442
H -2.99004 -2.53597 5.64200 -0.428 0.673 -1.084
S 0.17382 1.75865 -2.40255 -0.029 0.090 0.314
C -1.78254 -0.51028 2.64165 0.702 0.765 -1.688
H 2.06643 -2.03138 2.14781 -0.497 0.585 0.606
C -4.46820 -0.01042 0.77477 0.256 -0.144 -0.499
C -5.41108 -1.35899 -1.03543 1.072 -0.393 1.917
C -0.79921 -1.32876 -4.94817 0.112 2.592 -0.632
H -2.45034 -3.36891 1.81071 0.662 -0.367 1.303
C -1.19732 -2.41112 -4.02471 -0.438 -0.763 0.588
C 4.15263 2.31245 -1.72292 0.732 0.441 1.039
C -3.03811 -1.09313 2.53646 0.681 0.409 -0.556
H 5.05144 0.56540 1.09067 0.310 0.374 0.349
C 2.01531 -3.44449 -3.85526 0.835 0.396 0.270
C 0.31149 0.17585 3.89319 -1.533 1.744 1.435
C 1.45198 2.14714 4.66081 -0.032 1.793 2.538
C -3.12483 -3.62834 1.04570 1.118 0.769 -2.666
H -3.47298 6.26888 2.09078 0.597 -1.073 -0.046
H 5.99083 2.92005 0.96927 1.285 -0.421 1.330
H -2.35085 -5.61960 -1.91641 0.631 1.089 -0.563
C 3.91694 2.22592 4.71800 1.872 -0.064 1.297
H -4.85826 -3.43857 -0.83925 -0.228 -0.903 -0.587
C -0.35514 -3.03875 -3.11917 2.071 -0.202 0.361
O 1.37640 3.55086 1.94961 0.731 0.274 -2.220
C -2.74314 -1.89956 4.75374 0.558 -0.543 1.553
C -0.74870 -4.13206 -2.34893 -1.457 -0.528 0.703
N 1.56692 4.52678 -0.92593 0.706 0.449 -0.391
C 4.66343 0.83804 0.12725 -1.215 -1.784 -1.276
H 0.83451 -3.77312 -1.02202 -0.547 -2.172 0.004
H 4.80531 -1.54313 -3.71252 -0.034 0.015 0.191
C 2.67208 0.31956 3.77598 1.357 -0.350 0.985
H -5.69904 0.78261 -0.86749 0.428 -0.715 0.555
C -2.65436 5.55336 1.82902 -0.510 2.014 0.032
H 1.74646 -4.30268 -4.37497 -1.181 -1.490 -0.588
H 1.55745 3.14084 5.27315 -0.787 -1.689 -1.333
C -1.49608 -1.27795 4.87510 -0.570 0.746 -1.191
C 1.15603 -2.71821 -3.04643 -1.734 1.187 -1.173
C -1.08818 2.05414 4.96849 0.563 -0.832 -0.087
I 3.88828 8.15029 -1.18015 -0.504 -1.028 -0.156
H -3.26149 -2.61394 -4.80854 1.371 0.174 0.846
H -7.37083 -1.97298 -1.63621 0.549 0.192 -0.341
H -6.71193 -0.59474 -2.53061 -0.153 0.402 -0.267
Cl -1.91458 6.20721 0.38379 0.364 0.266 -0.858
Cl -1.47743 5.52219 3.11060 0.447 -0.137 0.846
H -2.47013 -4.01966 0.18530 -0.842 0.843 0.928
H 0.61209 3.95962 2.31999 -1.236 0.692 0.823
C -6.45182 -1.53919 -2.08870 -0.288 -0.245 0.733
C 4.07060 -1.60063 -0.05849 -0.534 -1.351 0.325
C 5.27142 3.24816 0.29419 -1.072 0.611 -1.584
H -4.54523 -2.15174 3.51468 0.234 -0.307 0.314
S 1.08499 0.44169 0.59066 1.227 -0.896 0.327
H 2.07629 -2.46065 3.78626 0.883 -1.365 1.500
H 2.13071 0.99135 -4.03686 -0.508 0.041 0.002
C -4.55461 1.28323 1.58534 -0.081 -1.175 -1.994
H -2.91805 4.56661 1.58369 -0.776 -1.092 0.049
C -3.74408 -1.12936 1.23493 -0.752 1.201 1.061
H -3.74186 1.35217 2.25925 0.304 0.057 1.174
C -4.21625 -4.72519 -3.68528 -1.303 -1.386 -0.097
C 1.53440 -0.42947 3.66277 -1.339 -1.287 -1.898
H -0.94256 3.06399 5.26648 -0.023 1.054 0.011
H -3.77448 -4.45063 1.22295 -0.678 -0.471 0.758
H -4.37985 2.05768 0.85030 -0.484 0.593 0.074
H -4.48389 -4.72568 -4.72840 -0.189 0.583 -0.519
H -5.55036 1.29150 2.00258 -0.085 0.481 0.472
S -1.62303 2.45491 0.98793 0.141 0.097 -0.329
C 4.09205 -0.23061 -0.62682 0.039 1.248 0.361
C 1.53707 -1.87701 3.12121 -1.869 0.775 -1.602
H -1.89525 1.97060 4.22115 0.256 -0.042 0.522
C -2.46899 -2.96143 -4.06754 -2.551 -0.089 -2.006
C -5.18828 -0.11078 -0.43504 -0.397 -0.019 0.091
C -2.01090 -4.70841 -2.48656 -0.937 0.341 -0.737
S -1.49569 -0.89784 -0.84145 -0.048 -0.709 -0.713
H -0.51729 -1.67923 -5.94282 0.575 -0.376 0.215
H 0.46255 -2.31749 3.01421 2.005 0.876 0.233
H -1.30363 1.52329 5.91201 -0.415 -0.013 -0.527
H 5.73408 3.94706 -0.42613 -0.201 -0.221 0.401
H 1.99750 5.91692 0.60203 0.077 -0.055 -0.214
H 3.00148 -1.94463 0.05653 0.983 0.363 0.468
C 2.13794 5.64269 -0.43745 -0.163 -0.308 0.534
C 2.86978 6.30188 -1.40768 0.413 0.753 -1.349
Sc 0.50397 2.72019 -0.10301 -0.078 0.326 -0.187
```
Positions in Å, forces in eV/Å.

- Strongest force on any atom: 0.0631 hartree/bohr
- M: 1242.295 g mol⁻¹
- Energy relative to the best compared isomer or geometry (same formula, charge and spin): 79.3 kcal/mol
- Charge: +1
- Orbital gap: 7.9818 eV
- LUMO energy: -0.088 Ha



Computed, not measured: an isolated ion of composition C8H16N2 and charge +2 in a non-equilibrium geometry, with ωB97M-V with the def2-TZVPD basis set.

```
26
Properties=species:S:1:pos:R:3:forces:R:3
H 1.08238 -0.77107 -2.85726 -1.098 1.517 0.046
H 2.12229 -0.97086 1.58280 -1.494 0.087 0.396
H -0.26154 0.94007 2.46268 -0.901 -0.688 0.568
N 0.87479 0.05185 0.39109 -1.731 0.414 -1.823
N -1.72689 -1.07209 -0.83597 -0.524 -0.455 1.231
H 0.47887 2.23250 -0.06032 0.860 -1.389 -0.356
H 1.79537 -1.25166 -0.95293 1.700 -2.754 0.825
C -1.85338 0.87593 0.81809 0.154 0.234 4.699
H -1.52257 -1.14059 -2.85327 1.605 -0.351 0.978
C -1.58709 -0.20712 0.03725 2.422 -0.721 -1.835
C 0.65287 1.44235 0.71041 0.250 0.834 0.745
H -2.28691 1.52542 0.11878 -0.894 1.588 -0.878
C -0.56455 1.49030 1.59538 -0.127 1.234 0.842
H 2.12102 0.43780 -1.30630 0.861 0.236 0.939
C 0.97219 -0.87593 1.46010 3.910 -4.072 -1.877
H -2.67319 0.50844 1.54344 0.870 1.076 -0.464
H 0.74728 -1.98110 1.16496 0.081 1.961 -0.058
H 0.53788 -0.76161 2.38582 -1.109 1.123 1.689
H 1.58849 1.65922 1.29309 -0.849 0.618 -0.200
H -0.62064 2.52392 2.05362 -0.840 -0.946 -1.053
C 1.45907 -0.29879 -0.87103 -2.412 2.158 -1.940
H -0.02129 0.68071 -2.11659 0.393 1.110 -1.116
C -0.78069 -1.26274 -1.97735 0.511 -2.021 -1.244
C 0.43347 -0.28105 -2.06991 -0.946 -2.458 1.065
H -2.56019 -1.67949 -0.71877 0.245 0.011 -0.813
H -0.38575 -2.34998 -1.89725 -0.939 1.651 -0.365
```
Positions in Å, forces in eV/Å.

- Strongest force on any atom: 0.1157 hartree/bohr
- M: 140.230 g mol⁻¹
- Energy relative to the best compared isomer or geometry (same formula, charge and spin): 107.5 kcal/mol
- Charge: +2
- Orbital gap (alpha / beta): 8.9394 / 7.1402 eV
- LUMO energy (alpha / beta): -0.346 / -0.382 Ha



Computed, not measured: one molecule with the formula C6H7NOSe in a non-equilibrium geometry, with ωB97M-V with the def2-TZVPD basis set.

```
16
Properties=species:S:1:pos:R:3:forces:R:3
Se -2.31009 -0.75667 0.07316 -0.154 0.110 -0.104
H 3.49104 1.53000 0.29563 -1.800 -0.978 -0.072
H 3.94555 -0.90450 -0.22669 1.310 0.180 -0.042
H -4.29048 0.38597 -1.10863 -0.683 -0.837 -1.875
O 1.31138 -2.59147 -0.13825 1.306 -1.329 -0.834
C -0.92649 0.51538 -0.08748 1.512 0.184 0.379
H 1.25099 2.28287 0.15681 -1.269 2.407 0.093
N 0.31031 0.34801 0.08685 -2.806 -0.361 -0.576
H 0.42157 -2.66422 0.21549 -0.240 0.839 0.426
H -3.66313 1.36713 -0.05397 1.557 3.977 0.965
C 1.32619 1.26234 0.13007 2.631 -1.909 0.581
C -3.88747 0.40397 -0.15221 2.279 -2.265 -1.574
C 2.03943 -1.53967 0.00539 -1.971 1.037 0.619
H -4.56790 0.15608 0.53843 -2.466 -1.164 2.563
C 2.58872 0.81632 0.23806 1.923 0.201 -0.778
C 2.96038 -0.61156 0.02733 -1.129 -0.092 0.228
```
Positions in Å, forces in eV/Å.

- Strongest force on any atom: 0.0852 hartree/bohr
- M: 188.088 g mol⁻¹
- Energy relative to the best compared isomer or geometry (same formula, charge and spin): 46.7 kcal/mol
- Orbital gap (alpha / beta): 8.0796 / 6.1956 eV
- LUMO energy (alpha / beta): 0.017 / -0.023 Ha



Computed, not measured: a 2-piece molecular cluster, C19H30NO6 overall in a non-equilibrium geometry, with ωB97M-V with the def2-TZVPD basis set.

```
56
Properties=species:S:1:pos:R:3:forces:R:3
H -3.15922 1.71917 -1.75179 -0.045 0.085 0.491
H 1.12482 -3.96572 -0.36085 -0.423 -0.503 0.003
H 0.63185 1.51384 1.61477 -0.057 0.100 0.028
C -0.80246 -3.17794 -0.94325 -0.885 -1.559 0.564
C 1.13446 2.96896 3.07159 -0.468 0.471 -0.881
H -2.95059 2.77617 -0.30073 -0.235 -0.513 -0.327
H -0.23583 -0.66122 -3.80250 0.230 -0.208 0.410
H -1.85268 -3.50454 -0.80776 0.434 0.384 -0.209
C 0.60870 -2.37810 -2.66890 0.309 0.286 -1.473
H -4.66984 -1.91654 -0.49433 0.154 0.343 -0.135
H 0.13847 -5.19599 -1.17658 -0.392 0.235 0.344
H -4.81413 -1.24438 -2.14331 0.189 0.073 0.437
H -0.67351 -2.29977 -0.27325 0.073 -0.220 -0.388
H -3.22553 -1.24995 -1.31958 -0.413 0.163 0.022
H 3.66628 1.10848 -1.36435 0.494 -0.940 -0.553
H 0.86334 4.79883 2.94504 -0.031 0.194 -0.006
O 1.49988 -0.55341 2.94435 0.182 -0.170 -0.051
C -0.85248 0.72864 -1.99312 0.631 -0.459 1.722
C -4.31484 -1.11290 -1.16725 -0.401 -0.327 -0.454
H 2.36170 -0.97452 4.85858 0.034 -0.209 0.079
H 1.52072 2.01493 -1.46444 0.732 -0.080 -0.493
H 2.60167 2.31204 6.18559 0.002 -0.021 -0.010
C 1.72416 3.24397 4.41684 0.379 -0.296 0.838
H -2.92385 -0.12728 0.47918 -0.298 0.411 -0.140
H -1.06900 0.79304 0.17898 0.042 0.415 -0.289
C 2.19282 2.10366 5.20676 -0.078 0.357 -0.129
O -0.67191 -2.87380 -2.32206 0.584 0.493 0.796
O 0.69150 4.02390 2.37856 0.375 -0.408 0.651
C 2.10870 0.86278 4.71878 0.343 -0.290 0.803
C 0.61999 0.16204 -1.93339 -1.701 1.274 -3.274
C 0.08921 -4.36490 -0.45966 0.835 1.490 0.018
C 2.97079 0.33565 -1.76206 0.327 2.853 2.162
O 1.79147 4.38882 4.80710 -0.176 0.177 -0.344
H -0.93917 1.36080 -2.89568 0.177 -0.131 0.517
H 0.95908 -2.98040 -3.53275 -0.138 0.275 0.446
C -2.80556 1.75851 -0.70974 1.029 -0.015 1.043
C 2.38378 -0.29087 -0.47075 -0.850 0.174 -2.608
O -4.64784 0.17712 -0.66799 0.736 -0.583 0.534
N 1.09582 -0.32098 -0.63715 1.661 -0.945 1.654
C -1.26070 1.46588 -0.68116 -0.466 -0.292 -0.984
C 1.05650 1.72685 2.58681 0.154 -0.637 -0.032
H 0.59382 -0.70774 0.16062 -0.746 0.105 -0.399
H 3.44644 -0.31099 -2.50837 -0.273 0.010 0.430
H -0.20684 -4.66540 0.55874 -0.044 -0.113 -0.557
H -4.03504 1.15460 1.05122 0.170 -0.167 -0.464
O 2.52810 -0.20189 5.42318 -0.303 0.335 -0.686
H 1.52556 -0.75131 -3.73409 -0.455 -0.132 0.333
C 0.60311 -0.89171 -3.13022 1.226 -0.628 0.881
C -3.59131 0.69690 0.14764 -0.278 0.597 -0.747
H 1.76708 1.63156 -3.22641 0.027 -0.364 0.356
C 1.74664 1.22424 -2.20765 -0.991 -1.804 0.719
H 2.87589 -0.65266 0.44182 -0.303 0.183 -0.397
H -0.63082 2.36681 -0.57096 -0.414 -0.233 0.093
C 1.54448 0.59414 3.36440 -0.361 0.437 -0.496
H -1.51505 -0.14328 -2.17131 0.195 0.502 0.262
H 1.38137 -2.49417 -1.88716 -0.498 -0.176 -0.111
```
Positions in Å, forces in eV/Å.

- Strongest force on any atom: 0.0759 hartree/bohr
- M: 368.450 g mol⁻¹
- Energy relative to the best compared isomer or geometry (same formula, charge and spin): 82.9 kcal/mol
- Charge: +1
- Orbital gap: 7.6569 eV
- LUMO energy: -0.162 Ha



Q: Among the records above, which one has the lowest M?
A: C8H16N2